# 1
{
  "formula": "C28H34N4O7",
  "method": "ωB97M-V/def2-TZVPD",
  "total_energy_ha": -1833.182808,
  "smiles": "CCc1cccc(NC(=O)Cn2c(=O)n(CCC(=O)NC[C@@H]3CCCO3)c(=O)c3cc(OC)c(OC)cc32)c1",
  "e_above_lowest_kcal_mol": 6.4,
  "spin_multiplicity": 1,
  "e_lumo_ev": 0.33,
  "homo_ev": -8.18,
  "species": ["O", "O", "O", "O", "O", "O", "O", "N", "N", "N", "N", "C", "C", "C", "C", "C", "C", "C", "C", "C", "C", "C", "C", "C", "C", "C", "C", "C", "C", "C", "C", "C", "C", "C", "C", "C", "C", "C", "C", "H", "H", "H", "H", "H", "H", "H", "H", "H", "H", "H", "H", "H", "H", "H", "H", "H", "H", "H", "H", "H", "H", "H", "H", "H", "H", "H", "H", "H", "H", "H", "H", "H", "H"],
  "coordinates": [[2.2626, -3.4488, -0.0450], [-0.3417, 2.7285, 1.9669], [5.1743, 0.4067, -1.2326], [-2.0001, -2.3509, -0.6234], [0.5080, 0.6725, -3.4470], [4.0044, 2.6686, 0.1403], [-0.9006, -1.7101, 2.7033], [-0.1404, -2.5903, -1.8793], [0.8207, -0.3801, 2.1199], [0.6806, -2.5821, 1.3216], [-1.7907, 0.9571, 1.8748], [4.1059, 0.3465, -0.3994], [3.5072, 1.4166, 0.3156], [0.1371, -1.5687, 2.0787], [0.2876, 0.6440, 3.0042], [1.8992, -0.1193, 1.2934], [-0.3186, 0.5696, -1.2291], [-0.3829, -1.4678, -2.7531], [-1.1560, 1.5675, -2.0250], [-4.8271, 2.2113, -0.6931], [-3.5791, 0.4719, 0.3706], [-2.8088, 1.4252, 1.0281], [3.3842, 3.7560, 0.7920], [-5.4155, -0.1873, -1.1916], [-0.9789, -2.9549, -0.8871], [2.4331, 1.1598, 1.1554], [-0.5301, -4.2003, -0.1338], [-4.5852, 0.8557, -0.5009], [-6.6527, -0.5244, -0.3575], [-0.0575, -3.8417, 1.2818], [0.4010, -0.2054, -2.3370], [-4.0681, 3.1594, -0.0312], [3.5524, -0.9144, -0.2668], [2.4516, -1.1651, 0.5516], [-0.2355, 1.8579, -3.2080], [-3.0544, 2.7781, 0.8305], [5.8402, 1.6193, -1.5107], [-0.6550, 1.5850, 2.2299], [1.8456, -2.4874, 0.5711], [-1.8685, -0.0259, 2.1256], [0.2713, -4.6971, -0.6779], [-5.6106, 2.5236, -1.3684], [-7.2560, -1.2777, -0.8587], [-1.4552, -1.2607, -2.7328], [3.4854, 3.6820, 1.8787], [-1.3810, -4.8765, -0.0473], [1.1095, 1.2113, 3.4420], [0.4618, 2.6727, -2.9674], [0.7495, -3.0581, -1.9638], [-0.9121, -3.7121, 1.9467], [1.4162, -0.5068, -2.0424], [-5.7306, 0.1774, -2.1717], [-0.0866, -1.7353, -3.7705], [-6.3562, -0.9081, 0.6158], [-3.3696, -0.5785, 0.5152], [3.9154, 4.6393, 0.4413], [0.5932, -4.6337, 1.6608], [3.9807, -1.7309, -0.8258], [6.2627, 2.0665, -0.6087], [-0.9225, -0.0896, -0.6118], [-7.2617, 0.3643, -0.2048], [-4.2638, 4.2101, -0.1875], [-2.0836, 1.1043, -2.3608], [-1.3993, 2.4612, -1.4566], [6.6461, 1.3446, -2.1909], [-0.2682, 0.1373, 3.7971], [2.3262, 3.8387, 0.5290], [0.4006, 1.0992, -0.6040], [5.1817, 2.3393, -2.0002], [-0.7734, 2.1151, -4.1235], [-4.8186, -1.0902, -1.3312], [-2.4547, 3.5151, 1.3378], [1.9723, 1.9823, 1.6725]],
  "lowdin_charge": [0.0871, 0.0634, -0.0588, 0.0538, -0.0953, -0.0949, 0.0628, 0.0916, 0.0641, 0.0898, 0.1569, -0.1837, -0.1657, -0.4186, -0.0205, -0.1410, -0.1136, -0.0986, -0.1343, -0.0490, 0.0203, -0.2191, -0.0526, -0.2080, -0.4915, 0.0539, -0.0660, -0.2463, -0.0919, -0.0918, -0.2974, -0.0755, 0.0759, -0.0729, -0.1833, -0.0286, -0.0687, -0.4434, -0.3701, 0.1211, 0.1050, 0.1112, 0.0681, 0.1293, 0.1031, 0.1269, 0.1366, 0.1188, 0.1353, 0.1237, 0.1381, 0.1104, 0.1312, 0.0749, 0.1124, 0.0990, 0.1361, 0.1394, 0.0951, 0.0947, 0.0730, 0.1038, 0.1142, 0.1089, 0.0952, 0.1368, 0.1006, 0.1059, 0.0960, 0.1202, 0.1068, 0.1031, 0.0865]
}


# 2
{
  "formula": "C28H34N6PdS",
  "method": "ωB97M-V/def2-TZVPD",
  "total_charge": 4,
  "total_energy_ha": -1940.244804,
  "e_above_lowest_kcal_mol": 124.8,
  "spin_multiplicity": 5,
  "e_lumo_ev": [-12.70, -14.73],
  "homo_ev": [-20.11, -20.03],
  "species": ["Pd", "S", "N", "N", "N", "N", "N", "N", "C", "C", "C", "C", "C", "C", "C", "C", "C", "C", "C", "C", "C", "C", "C", "C", "C", "C", "C", "C", "C", "C", "C", "C", "C", "C", "C", "C", "H", "H", "H", "H", "H", "H", "H", "H", "H", "H", "H", "H", "H", "H", "H", "H", "H", "H", "H", "H", "H", "H", "H", "H", "H", "H", "H", "H", "H", "H", "H", "H", "H", "H"],
  "coordinates": [[1.3516, 0.1344, 0.8780], [3.6224, 0.1366, 1.3685], [2.2239, -0.0377, 3.6520], [0.1254, -1.4579, -0.7539], [1.1161, -0.0248, 2.8584], [0.1596, 1.4673, -0.7087], [-0.6232, 0.0159, 0.9173], [4.5154, 0.0564, 3.8435], [1.7492, 3.5299, 0.6117], [-1.0738, -1.0939, -0.0676], [1.9704, -3.3863, 0.4035], [-1.1388, -0.0039, 2.2585], [3.4511, 0.0481, 3.0793], [-1.7688, 2.3886, 0.4700], [0.3405, -2.6314, -1.4247], [-0.6303, 1.6882, -3.5251], [-0.1418, 2.8356, -2.7074], [-2.0178, 0.0174, -0.6915], [-0.4987, -0.0869, 4.7363], [-0.9817, -1.8647, -3.4941], [-1.7141, -2.3600, 0.5022], [1.2517, -4.8614, -1.4709], [-0.2074, -4.1985, -3.2614], [-0.1214, 4.0999, -3.2516], [-2.4806, 0.0246, 2.4446], [1.1209, 4.9423, -1.3381], [0.3848, 2.6428, -1.3695], [0.5544, -5.1675, -2.6671], [1.1098, 3.7174, -0.7281], [0.4986, 5.1564, -2.5897], [-3.4888, 0.0410, 1.3963], [1.1921, -3.6119, -0.8576], [-1.0797, 1.1238, -0.0590], [-0.1129, -0.0405, 3.3008], [-3.3211, 0.0224, 0.0545], [-0.3012, -2.9174, -2.7036], [-1.1030, -0.9756, 4.9333], [5.4350, 0.1043, 3.4239], [-2.4457, -2.1789, 1.2734], [-1.1174, 0.7800, 4.9800], [-2.1651, 0.0213, -1.7655], [-1.6167, 1.8954, -3.9459], [-0.9454, -3.0150, 0.9147], [2.1107, -4.3199, 0.9472], [-2.0238, -2.1410, -3.6895], [0.0277, 1.5442, -4.3869], [-2.2145, 2.2581, 1.4456], [0.6571, -6.1430, -3.1255], [-0.5574, 4.2510, -4.2316], [1.5912, 5.7800, -0.8379], [1.0580, 3.0903, 1.3351], [1.4954, -2.6718, 1.0683], [-1.0632, 3.2137, 0.5463], [2.1196, -0.1271, 4.6541], [2.6243, 2.8843, 0.5089], [4.4899, 0.0239, 4.8549], [-0.6382, 0.7604, -2.9603], [-0.9231, -0.8865, -3.0296], [0.5317, 6.1347, -3.0541], [-2.8634, 0.0254, 3.4595], [2.0916, 4.4804, 1.0147], [0.3388, -0.1001, 5.4277], [1.8346, -5.6433, -0.9961], [-0.7014, -4.4037, -4.2031], [-4.5131, 0.0491, 1.7507], [-2.2230, -2.8893, -0.3062], [-0.5205, -1.8058, -4.4860], [2.9716, -3.0263, 0.1483], [-2.5630, 2.6850, -0.2168], [-4.2153, 0.0018, -0.5572]],
  "lowdin_charge": [0.8315, 0.7464, 0.0471, 0.2249, -0.0447, 0.2055, -0.0833, 0.1880, -0.0236, -0.3547, -0.0246, -0.1703, -0.7223, 0.0662, -0.1356, 0.0057, -0.1298, -0.0701, 0.0437, 0.0129, 0.0611, 0.0915, 0.0204, 0.0335, 0.0510, 0.0547, -0.1170, 0.0687, -0.1739, 0.0980, -0.0154, -0.1723, -0.3443, -0.1845, 0.0241, -0.0994, 0.1278, 0.1452, 0.0873, 0.1265, 0.1262, 0.1249, 0.1052, 0.1082, 0.1327, 0.1287, 0.0935, 0.1524, 0.1534, 0.1503, 0.0714, 0.0393, 0.0896, 0.1677, 0.0662, 0.1580, 0.0217, 0.0205, 0.1542, 0.1470, 0.1095, 0.0906, 0.1530, 0.1521, 0.1452, 0.1284, 0.1340, 0.1015, 0.1299, 0.1489]
}


# 3
{
  "formula": "C28H35Br3F3N4O9PS3",
  "method": "ωB97M-V/def2-TZVPD",
  "total_energy_ha": -11541.367668,
  "smiles": "O=NO[C@@H]1[C@@H](CC[C@](F)(Br)C(F)(F)Br)[C@@H](P(O)O)[C@](CCCSC(=S)N2CCOCC2)(CC(=O)Br)OS1(=O)=O.c1ccncc1.c1ccncc1",
  "e_above_lowest_kcal_mol": 127.0,
  "spin_multiplicity": 1,
  "e_lumo_ev": -0.85,
  "homo_ev": -8.73,
  "species": ["Br", "Br", "Br", "S", "S", "S", "P", "F", "F", "F", "O", "O", "O", "O", "O", "O", "O", "O", "O", "N", "N", "N", "N", "C", "C", "C", "C", "C", "C", "C", "C", "C", "C", "C", "C", "C", "C", "C", "C", "C", "C", "C", "C", "C", "C", "C", "C", "C", "C", "C", "C", "H", "H", "H", "H", "H", "H", "H", "H", "H", "H", "H", "H", "H", "H", "H", "H", "H", "H", "H", "H", "H", "H", "H", "H", "H", "H", "H", "H", "H", "H", "H", "H", "H", "H", "H"],
  "coordinates": [[2.0332, -0.6893, -4.2201], [-2.3989, -6.9066, 0.7888], [-0.7561, -3.9135, 0.0856], [-2.9543, 1.0867, -1.5476], [-4.3746, -1.5670, -1.3048], [4.0967, -0.7741, 1.2296], [1.1523, 0.5913, 2.8345], [-0.8869, -6.9131, 3.1052], [0.6553, -6.1875, 0.7704], [-2.1833, -5.0179, 2.8499], [3.8809, -3.1177, 2.6249], [0.9742, -0.2292, 4.3242], [4.8121, -4.2407, 4.0655], [4.8855, -1.5696, 0.2013], [-5.8444, -0.6006, 2.9945], [3.7941, 0.3802, -2.3061], [3.1940, 0.4672, 0.5815], [-0.3521, 1.4459, 2.6460], [5.1517, -0.1116, 2.1016], [-5.0500, 0.6105, 0.3281], [8.8247, 2.9350, -2.2053], [-3.7790, 4.2707, -3.0417], [4.1198, -3.2716, 3.9631], [7.1178, 1.3911, -1.4990], [-5.9791, -1.2552, 1.7109], [0.8971, -4.5229, 2.5477], [0.6876, -2.9359, 2.7772], [-1.3712, 0.4668, -0.7632], [1.1447, 1.3611, -0.3951], [1.6790, -2.1137, 1.7804], [-0.0925, -5.1614, 1.4700], [-0.0580, 1.1323, -1.4120], [-4.0527, 5.4682, -5.1113], [-1.3368, -5.9423, 2.1509], [-4.2602, 0.0021, -0.7441], [-4.1533, 0.6840, 1.5382], [6.8299, 2.6407, -3.5193], [8.0642, 3.2207, -3.2737], [-5.4248, 5.2716, -5.0612], [-6.3115, -0.1300, 0.6153], [3.1365, -1.8783, 2.3943], [6.3506, 1.7063, -2.6115], [-3.2787, 4.9500, -4.0855], [-5.1090, 4.0962, -3.0167], [1.8705, 0.0004, 0.1053], [-5.9684, 4.5711, -3.9943], [2.7830, -0.3250, -2.3898], [8.3376, 2.0297, -1.3420], [2.0378, -1.0077, -1.1310], [1.0985, -0.6694, 1.3735], [-4.9391, 0.5335, 2.9320], [-5.4865, 3.5454, -2.1606], [-0.9688, 1.1886, 3.3752], [1.8196, -2.8196, 0.8799], [-0.4033, -2.6281, 2.6579], [-6.0646, 5.6607, -5.8458], [2.6173, -1.9590, -0.8979], [-2.2007, 5.0748, -4.0817], [8.9718, 1.8194, -0.4866], [0.1972, 0.5617, -2.3617], [-6.9180, -1.9203, 1.7862], [-7.0350, 4.3985, -3.9232], [3.1425, -1.3402, 3.4093], [-5.4442, 1.5315, 3.1899], [-4.1470, 0.3501, 3.7494], [-0.0196, -0.8250, 1.1701], [1.3895, 0.2903, 5.0522], [6.2578, 2.9119, -4.3980], [-3.5944, 6.0110, -5.9285], [1.9811, -4.7743, 2.2664], [0.8379, 2.0492, 0.4562], [-3.2750, -0.0594, 1.4423], [-6.8185, -0.5597, -0.3241], [-1.3151, -0.6553, -0.9724], [-1.4062, 0.5868, 0.3768], [8.4826, 3.9540, -3.9558], [-0.3881, 2.1830, -1.7643], [-3.6755, 1.7246, 1.5356], [1.9654, 1.9284, -0.9773], [0.7251, -5.0392, 3.5631], [6.7755, 0.6662, -0.7702], [5.3885, 1.2280, -2.7682], [-5.0717, -1.8967, 1.4620], [1.0316, -2.7324, 3.8491], [1.0200, -1.3573, -1.5465], [-7.0657, 0.6410, 1.0260]],
  "lowdin_charge": [0.6692, 0.7700, 0.8037, 0.8028, 0.6596, 0.7992, 0.9933, -0.0183, -0.0865, -0.0288, -0.0869, -0.3124, 0.0781, -0.3010, -0.1822, -0.0134, -0.2285, -0.3271, -0.3277, -0.1967, 0.0444, 0.0483, -0.0057, -0.0575, -0.1849, -0.1334, -0.1548, -0.4828, -0.0989, -0.2742, -0.7014, -0.2174, -0.0771, -0.7539, -0.9961, -0.1663, -0.0752, -0.1658, -0.0829, -0.1767, -0.2863, -0.0739, -0.1530, -0.1595, -0.4096, -0.0756, -0.6490, -0.1542, -0.0901, -0.2913, -0.1623, 0.0978, 0.0574, 0.1201, 0.1091, 0.1049, 0.1238, 0.1011, 0.1005, 0.0711, 0.1401, 0.1008, 0.1369, 0.1326, 0.1277, 0.1059, 0.0761, 0.0976, 0.1009, 0.1328, 0.1165, 0.1153, 0.1164, 0.0578, 0.0514, 0.0967, 0.1212, 0.1320, 0.1410, 0.1377, 0.0970, 0.0611, 0.1037, 0.1141, 0.1107, 0.1409]
}